20
Properties=species:S:1:pos:R:3:forces:R:3:mulliken_spin:R:1 method="wB97M-V/def2-TZVPD" fmax_ev_per_a=1.4 multiplicity=2 e_above_lowest_kcal_mol=0.00 total_energy_ha=-2144.7909 homo_lumo_gap_ev="4.9509 / 4.7165" homo_energy_ev="-6.7 / -6.7" lumo_ev="-1.8 / -2.0"
C 0.173 2.071 3.356 -0.11 -0.11 0.18 0.000
C 0.601 2.919 2.157 0.05 0.23 -0.26 0.000
O 1.064 2.171 1.100 0.18 -0.68 0.22 -0.001
Li 1.304 0.457 0.776 -0.41 0.92 -0.02 0.028
H -0.230 2.691 4.172 0.11 -0.16 -0.14 0.000
H -0.607 1.353 3.054 0.17 0.18 0.05 0.000
H 1.031 1.498 3.744 -0.18 0.14 -0.07 0.000
H 1.363 3.651 2.516 -0.16 -0.18 -0.07 0.000
H -0.274 3.544 1.858 0.18 -0.15 0.09 0.000
O -0.102 -0.468 -2.022 -0.11 -0.05 0.27 0.029
C -0.450 -1.128 -0.857 1.32 -0.30 0.12 0.880
C -0.700 -1.171 -3.099 -0.27 0.05 -0.16 0.008
O 0.348 -1.029 0.161 -0.46 -0.72 -0.36 -0.006
O -0.594 -2.542 -1.246 -0.28 0.01 0.30 -0.072
C -0.593 -2.634 -2.667 -0.02 -0.19 -0.62 0.004
Cu 0.664 -3.230 0.244 -0.13 0.82 -0.05 0.123
H -0.146 -0.951 -4.018 -0.14 -0.02 0.27 0.003
H -1.753 -0.868 -3.211 0.28 -0.05 -0.01 -0.014
H 0.343 -3.093 -3.017 -0.23 0.12 0.15 0.020
H -1.444 -3.240 -3.003 0.21 0.14 0.10 -0.002

=====

67
Properties=species:S:1:pos:R:3:forces:R:3:nbo_charge:R:1 method="wB97M-V/def2-TZVPD" fmax_ev_per_a=3.0 charge=-1 e_above_lowest_kcal_mol=19.16 total_energy_ha=-3720.1585 homo_lumo_gap_ev=8.7438 homo_energy_ev=-6.2 lumo_ev=2.5
F -0.204 -0.606 0.319 0.36 0.33 -0.41 -0.957
O 0.524 -2.611 3.842 0.85 -0.30 0.33 -0.895
S 1.942 -2.470 3.702 0.30 0.60 -2.11 2.340
O 2.831 -2.298 4.818 -0.33 0.04 0.08 -0.948
O 2.492 -3.776 2.860 -0.58 0.47 0.66 -0.723
C 3.839 -4.178 3.139 0.26 -0.37 0.12 -0.068
C 4.165 -5.425 2.336 -0.76 -0.16 -0.13 -0.628
C 2.205 -1.210 2.385 -0.21 -1.02 0.83 -0.867
H 3.940 -4.442 4.192 -0.08 0.24 0.06 0.191
H 4.512 -3.341 2.940 0.11 -0.06 -0.12 0.174
H 4.032 -5.318 1.259 0.37 0.34 -0.02 0.215
H 3.449 -6.211 2.591 0.06 0.02 0.26 0.216
H 5.158 -5.791 2.593 0.09 0.12 -0.16 0.212
H 3.247 -1.179 2.070 0.02 -0.13 0.24 0.218
H 1.885 -0.235 2.742 -0.17 -0.09 0.08 0.254
H 1.555 -1.579 1.588 -0.19 0.42 -0.11 0.304
O 2.341 -1.046 -4.892 0.47 -0.15 1.16 -0.922
S 1.977 -1.256 -3.511 -0.90 -0.59 0.82 2.330
O 1.000 -2.290 -3.203 0.99 1.17 -0.35 -0.933
O 3.312 -1.606 -2.608 -0.38 0.77 -1.55 -0.725
C 3.069 -2.001 -1.253 -0.19 -0.35 0.45 -0.085
C 4.366 -2.000 -0.468 0.05 -0.52 -0.42 -0.625
C 1.479 0.329 -2.761 0.42 -1.45 0.23 -0.881
H 2.688 -3.024 -1.276 -0.27 0.13 0.08 0.193
H 2.328 -1.342 -0.794 -0.11 -0.13 0.03 0.211
H 4.822 -1.017 -0.365 -0.08 0.03 0.09 0.211
H 5.075 -2.680 -0.944 0.10 0.18 -0.14 0.209
H 4.162 -2.460 0.500 -0.03 0.30 0.12 0.212
H 0.999 0.031 -1.823 -0.36 0.20 -0.03 0.295
H 0.800 0.823 -3.448 0.05 0.06 0.04 0.254
H 2.391 0.869 -2.521 -0.05 0.22 -0.35 0.242
C -3.038 0.555 -1.400 -0.22 -1.47 1.04 -0.166
C -2.707 -0.653 -2.310 -0.99 1.77 0.02 0.607
C -2.504 -1.951 -1.559 2.63 -1.37 0.59 0.484
F -3.307 -2.098 -0.481 -0.77 0.17 -0.49 -0.327
F -2.597 -3.051 -2.375 -0.94 0.50 -0.08 -0.337
F -3.701 -0.775 -3.245 0.12 -0.31 0.09 -0.339
F -1.594 -0.300 -2.996 0.26 -0.57 -0.20 -0.325
O -3.330 1.700 -2.188 -0.51 0.33 0.17 -0.512
C -4.652 2.095 -2.207 1.39 -0.29 -0.36 0.844
C -4.776 3.087 -3.367 0.02 -0.87 -0.64 0.512
F -6.065 3.456 -3.526 -0.14 0.39 0.29 -0.328
F -3.997 4.169 -3.186 -0.20 0.05 0.17 -0.317
F -5.462 1.047 -2.446 -0.38 0.16 0.09 -0.319
F -5.022 2.642 -1.041 -0.20 0.08 0.35 -0.323
H -2.213 0.687 -0.694 0.46 0.34 -0.47 0.267
H -3.850 0.279 -0.721 -0.30 0.10 -0.39 0.212
H -1.476 -2.022 -1.184 -0.02 0.77 0.13 0.213
H -4.483 2.547 -4.271 0.21 0.20 -0.03 0.146
C -2.045 3.585 0.821 -0.86 -0.27 -0.67 -0.149
C -3.103 3.284 1.876 1.40 0.28 1.02 0.616
C -2.847 3.921 3.268 0.27 -0.41 1.11 0.517
F -1.764 3.337 3.856 -0.26 -0.01 -0.33 -0.324
F -2.602 5.254 3.326 -0.28 0.03 -0.85 -0.334
F -4.340 3.665 1.495 0.05 0.07 -0.33 -0.319
F -3.105 1.966 2.171 -0.48 -0.24 -0.43 -0.308
O -0.855 2.930 1.198 1.03 0.08 -0.41 -0.484
C 0.180 3.087 0.297 -0.79 0.49 0.75 0.841
C 1.346 2.220 0.686 0.28 -2.27 0.71 0.468
F 2.378 2.421 -0.177 0.06 0.52 0.23 -0.338
F 1.756 2.421 1.972 0.12 0.77 -0.36 -0.334
F -0.145 2.743 -0.965 -0.40 -0.07 -0.15 -0.322
F 0.512 4.400 0.241 0.27 0.34 -0.07 -0.338
H -1.976 4.672 0.729 0.34 -0.03 0.04 0.207
H -2.346 3.158 -0.140 -0.43 0.23 0.05 0.221
H -3.719 3.705 3.890 -0.06 0.05 -0.04 0.137
H 1.071 1.154 0.644 -0.52 0.09 -0.35 0.228

=====

35
Properties=species:S:1:pos:R:3:forces:R:3:mulliken_spin:R:1 method="wB97M-V/def2-TZVPD" fmax_ev_per_a=4.9 charge=+1 multiplicity=2 total_energy_ha=-2582.5207 homo_lumo_gap_ev="7.2848 / 6.7361" homo_energy_ev="-12.8 / -12.8" lumo_ev="-5.5 / -6.1"
Na -4.529 -9.133 -23.687 -0.21 0.07 -1.11 0.000
Na -1.246 -11.343 -23.132 0.09 0.38 -0.75 0.000
Na -4.455 -13.893 -27.593 -0.41 0.48 -0.09 0.000
Na -4.450 -12.985 -23.971 -0.81 -0.19 -0.84 -0.001
S -2.752 -11.471 -25.885 -2.09 -1.93 -0.71 -0.001
O -1.333 -11.555 -25.747 2.32 0.19 0.19 0.000
O -3.203 -10.769 -27.059 0.03 0.43 -0.21 -0.001
O -3.345 -12.826 -25.947 0.32 -0.14 0.72 0.000
O -3.187 -10.817 -24.644 -1.16 0.63 2.79 0.000
S -7.449 -12.938 -25.702 -1.10 0.77 0.87 -0.094
O -8.298 -14.096 -25.354 -0.99 0.71 -0.59 0.484
O -7.480 -11.841 -24.756 -0.32 0.24 0.94 0.092
O -6.124 -13.452 -25.757 4.61 -1.62 0.06 0.062
O -7.748 -12.397 -27.024 -1.40 -0.39 -1.08 0.453
O -2.349 -8.380 -27.554 0.01 0.84 0.22 0.000
H -1.411 -8.498 -27.400 0.30 0.12 -0.17 0.000
H -2.719 -9.258 -27.465 0.00 0.07 -0.19 0.000
O 0.903 -10.389 -25.385 0.61 0.62 0.41 0.000
H 0.037 -10.771 -25.528 -0.39 -0.44 -0.63 0.000
H 1.177 -10.729 -24.533 0.66 -0.19 0.06 0.000
O -5.684 -9.961 -25.941 0.24 0.75 0.72 0.001
H -4.876 -10.270 -26.351 0.29 0.17 -0.48 0.001
H -6.128 -10.760 -25.655 -0.82 -0.33 0.20 0.003
O 0.070 -13.608 -26.336 0.36 -0.74 0.04 0.000
H -0.372 -12.775 -26.169 -0.16 0.03 -0.14 0.000
H 0.453 -13.507 -27.207 0.26 -0.16 -0.17 0.000
O -4.780 -11.524 -29.082 -0.20 -1.02 -0.09 0.000
H -5.684 -11.288 -28.877 -0.45 0.16 -0.10 0.000
H -4.270 -11.186 -28.346 0.34 0.37 0.03 0.000
O -0.542 -8.335 -24.251 -1.05 -0.02 0.92 0.000
H 0.214 -8.078 -23.722 0.30 0.28 0.00 0.000
H -0.233 -9.082 -24.764 0.66 -0.05 -0.63 0.000
O -1.069 -10.980 -29.074 0.04 -0.06 -0.12 0.000
H -1.473 -11.055 -28.209 -0.18 0.08 0.07 0.000
H -0.247 -11.464 -28.998 0.30 -0.06 -0.13 0.000